# 1
Entry from OMol25: a 8-piece molecular cluster, C41H81BrF3N4O14S7 overall in a non-equilibrium geometry (ωB97M-V with the def2-TZVPD basis set).

Structure (XYZ):
```
151
Properties=species:S:1:pos:R:3:forces:R:3
C 7.4997 -0.2631 4.6953 0.1 0.4 0.0
C 7.3467 1.2573 4.6918 0.2 0.1 0.1
C 6.6482 1.7491 5.9688 0.2 0.0 -0.3
C 6.7021 1.7809 3.4043 0.1 -0.4 -0.1
C 5.2516 1.3057 3.1892 0.4 0.5 0.8
C 4.1042 2.3198 3.3810 -0.7 -1.6 -1.6
C 4.3679 3.8009 3.0902 0.4 0.4 0.8
N 5.0499 4.6057 4.0957 -0.3 -0.1 -0.2
C 2.9687 1.9270 2.3727 0.3 1.0 0.4
N 1.7103 2.2741 3.0927 0.6 -1.3 0.5
C 0.5669 1.3536 2.7836 -0.5 -0.1 -0.1
C 0.3186 0.2186 3.7690 0.4 -0.2 -0.1
C 1.3752 -0.8954 3.7369 -0.6 0.0 0.3
Br 0.7960 -2.3202 2.5489 0.3 0.1 -0.2
C 2.0706 2.4599 4.3715 -0.2 -0.1 -0.4
N 1.2871 3.0162 5.3083 -0.4 -0.3 -0.1
C -0.0547 3.4892 5.1090 -0.4 0.1 0.3
F -0.1921 4.0360 3.8997 -0.1 -0.3 0.6
F -0.2857 4.4091 6.0565 0.1 -0.4 -0.5
F -0.9795 2.5171 5.2512 0.5 0.6 -0.2
N 3.3399 2.0802 4.6472 0.3 2.1 0.2
H 8.0814 -0.5679 5.5621 0.0 -0.1 0.1
H 8.0329 -0.5838 3.8026 0.0 -0.2 -0.1
H 6.5307 -0.7570 4.7459 0.0 -0.2 0.0
H 8.3603 1.6625 4.7074 0.0 0.1 -0.1
H 6.1787 2.7170 5.7951 -0.1 0.1 0.1
H 7.3835 1.9086 6.7533 0.0 -0.1 0.2
H 5.9162 1.0263 6.3283 -0.2 0.0 0.0
H 7.3023 1.4017 2.5768 0.0 0.0 -0.1
H 6.8031 2.8616 3.3694 -0.1 0.1 0.0
H 5.1700 0.8494 2.2072 -0.1 0.1 -0.2
H 5.0684 0.5111 3.9119 -0.2 -0.2 -0.1
H 3.4027 4.2760 2.8870 -0.1 -0.1 -0.1
H 4.9397 3.8465 2.1659 0.0 -0.1 -0.1
H 4.9785 4.2573 5.0368 0.1 0.1 0.1
H 6.0105 4.8023 3.8741 0.1 0.0 0.1
H 3.0597 2.5853 1.5127 -0.2 -0.2 -0.3
H 2.9972 0.8912 2.0597 -0.1 -0.1 0.1
H -0.3467 1.9112 2.6069 0.0 0.3 0.1
H 0.8168 0.9035 1.8305 0.0 0.2 -0.2
H 0.1768 0.5371 4.7986 0.1 0.2 0.1
H -0.6279 -0.2228 3.4649 -0.1 0.0 0.1
H 2.3592 -0.5653 3.4299 0.1 0.0 -0.1
H 1.4467 -1.3534 4.7165 0.1 -0.1 0.0
H 1.6414 3.1137 6.2473 -0.1 0.0 0.1
H 3.7433 2.5936 5.4304 0.1 -0.5 0.2
C -2.4514 3.0854 -1.4104 0.1 0.0 -0.1
C -1.9457 2.6881 -2.8042 0.0 0.0 0.1
C -0.6037 1.9652 -2.6196 -0.1 0.2 -0.2
S -0.6723 1.2014 -0.9959 -0.2 0.0 -0.2
O 0.3300 1.8167 -0.1438 0.1 0.0 0.0
O -0.7247 -0.2300 -1.1143 0.2 -0.1 0.2
C -2.2801 1.8431 -0.5398 -0.1 0.2 0.0
H -3.4876 3.4154 -1.4311 0.0 0.0 0.0
H -1.8476 3.9064 -1.0159 0.0 0.0 0.0
H -2.6641 2.0156 -3.2754 0.0 0.0 0.0
H -1.8341 3.5546 -3.4526 0.0 0.0 0.0
H -0.4401 1.1840 -3.3572 0.1 -0.1 0.1
H 0.2353 2.6583 -2.6211 0.0 0.0 0.1
H -2.2960 2.0481 0.5289 0.1 -0.1 0.0
H -3.0137 1.0755 -0.7839 0.0 0.0 0.0
C -1.7772 -5.2677 1.3514 0.0 -0.1 0.0
C -3.1376 -5.6398 1.9486 0.0 0.0 0.0
C -3.0653 -7.1161 2.3622 -0.2 0.2 -0.1
S -1.3384 -7.4455 2.7442 -0.1 0.1 0.0
O -0.8222 -8.3914 1.7873 0.0 -0.1 0.0
O -1.1824 -7.6649 4.1596 0.1 -0.1 0.0
C -0.7311 -5.8176 2.3169 0.0 0.3 -0.1
H -1.6739 -4.1915 1.2197 0.0 0.0 -0.1
H -1.6691 -5.7331 0.3715 0.0 0.0 0.0
H -3.3341 -5.0207 2.8272 0.0 0.0 0.0
H -3.9417 -5.4683 1.2363 0.0 0.0 0.0
H -3.6612 -7.3358 3.2438 0.1 -0.1 0.0
H -3.3500 -7.7803 1.5486 0.1 0.0 0.0
H 0.2634 -5.9098 1.8859 0.0 -0.1 0.1
H -0.6887 -5.2312 3.2348 0.0 -0.1 0.0
C 0.8827 6.9400 3.9448 0.0 0.3 0.0
C 0.7028 8.3781 3.4366 0.1 0.0 0.1
C 1.7236 9.2539 4.1790 -0.3 0.0 -0.1
S 3.1079 8.1780 4.5858 0.0 0.0 -0.1
O 3.1896 8.0358 6.0171 0.0 0.0 0.0
O 4.2595 8.5409 3.8070 0.1 0.0 0.1
C 2.3833 6.6804 3.9254 -0.3 -0.2 -0.1
H 0.3521 6.2264 3.3240 -0.1 0.0 -0.1
H 0.5020 6.8603 4.9662 0.0 0.0 0.0
H 0.8948 8.4122 2.3631 0.0 0.0 0.0
H -0.3114 8.7400 3.5974 0.0 0.0 0.0
H 2.0943 10.0741 3.5706 0.1 0.0 0.1
H 1.3251 9.6389 5.1153 0.1 0.0 0.1
H 2.7017 5.8435 4.5428 0.1 0.1 0.0
H 2.7548 6.5567 2.9082 0.0 0.0 0.0
C -1.5920 -5.5800 -3.8105 0.0 -0.2 0.1
C -2.1414 -7.0084 -3.7063 0.0 0.0 -0.1
C -3.1798 -7.0197 -2.5777 0.2 -0.2 -0.1
S -3.8530 -5.3513 -2.5145 0.0 -0.1 -0.3
O -3.5020 -4.7640 -1.2377 -0.1 0.0 0.1
O -5.2268 -5.3620 -2.9489 -0.1 0.1 0.2
C -2.8043 -4.6602 -3.7855 0.2 0.1 0.0
H -1.0350 -5.4194 -4.7266 0.0 -0.1 0.1
H -0.9395 -5.3662 -2.9583 0.0 0.0 0.0
H -2.6220 -7.2776 -4.6477 0.0 0.0 0.0
H -1.3511 -7.7343 -3.5190 0.0 0.0 0.0
H -3.9967 -7.7117 -2.7651 -0.1 0.1 0.1
H -2.7302 -7.2326 -1.6086 0.0 0.1 0.0
H -2.5696 -3.6273 -3.5390 -0.1 0.0 0.1
H -3.3437 -4.7146 -4.7272 -0.1 0.0 0.0
C 2.9201 -4.4072 -7.3126 -0.1 0.0 -0.1
C 2.5058 -3.0220 -7.8277 0.0 0.0 0.0
C 0.9822 -3.0382 -8.0041 0.2 0.1 -0.2
S 0.3514 -4.2295 -6.8108 0.4 0.3 -0.2
O -0.2378 -5.3386 -7.5158 -0.2 0.1 0.1
O -0.3727 -3.5183 -5.7880 -0.2 0.0 0.0
C 1.9493 -4.7389 -6.1843 0.2 -0.1 0.0
H 3.9511 -4.4180 -6.9639 0.0 0.0 0.0
H 2.8277 -5.1451 -8.1117 0.0 0.0 0.0
H 2.7853 -2.2614 -7.0962 0.0 0.0 0.0
H 3.0035 -2.7742 -8.7635 0.0 0.0 0.0
H 0.5257 -2.0732 -7.8016 -0.1 0.0 0.0
H 0.6946 -3.3857 -8.9945 -0.1 -0.1 0.0
H 1.9102 -5.7960 -5.9316 -0.1 0.0 0.0
H 2.1558 -4.1455 -5.2940 -0.1 0.0 0.0
C -5.8171 -4.5625 -9.0256 0.1 0.0 0.0
C -4.5658 -4.3749 -9.8965 0.0 0.0 0.1
C -3.3642 -4.8915 -9.0925 -0.1 0.3 -0.2
S -4.0136 -6.1578 -7.9953 -0.1 -0.2 0.0
O -3.8869 -5.7223 -6.6240 0.1 0.0 -0.1
O -3.5301 -7.4501 -8.4014 0.1 0.0 0.1
C -5.7295 -5.9800 -8.4684 -0.2 0.2 -0.1
H -6.7335 -4.4159 -9.5947 0.0 0.0 0.0
H -5.8107 -3.8407 -8.2062 0.0 0.0 0.0
H -4.6717 -4.9543 -10.8153 0.0 0.0 0.0
H -4.4251 -3.3334 -10.1812 0.0 0.0 0.0
H -2.5984 -5.3403 -9.7186 0.1 -0.1 0.1
H -2.9249 -4.1154 -8.4691 0.0 -0.1 0.1
H -6.3586 -6.1524 -7.5986 0.1 -0.1 0.1
H -5.9341 -6.7249 -9.2364 0.0 0.0 0.0
C -3.1357 5.5907 3.6135 0.0 0.0 -0.1
C -4.4167 6.4357 3.5634 0.0 0.0 -0.1
C -4.5274 7.0120 2.1436 -0.1 0.1 0.3
S -3.6909 5.8437 1.0620 -0.1 0.0 0.2
O -2.5191 6.4731 0.5064 0.0 0.0 -0.1
O -4.6437 5.1764 0.2162 0.1 0.0 -0.2
C -3.1596 4.7285 2.3558 0.1 -0.1 0.3
H -3.0823 4.9746 4.5109 0.0 0.0 0.0
H -2.2572 6.2414 3.5965 0.0 0.0 0.0
H -5.2796 5.8024 3.7745 0.0 0.0 0.0
H -4.4058 7.2309 4.3063 0.0 0.0 0.0
H -5.5564 7.1142 1.8103 0.0 0.0 -0.1
H -4.0124 7.9659 2.0507 0.1 0.0 -0.1
H -2.1890 4.3157 2.0857 0.0 0.0 -0.1
H -3.8995 3.9316 2.4311 0.0 0.0 0.0
```
Positions in Å, forces in eV/Å.

The charge is +1. Its multiplicity is 1. Its LUMO energy is -3.1 eV. The calculation puts the highest occupied orbital energy at -11.01 eV. The calculation puts the strongest force on any atom at 2.4 eV Å⁻¹. As for the total energy: -232490.7391 eV. The calculation puts the HOMO-LUMO gap at 7.951 eV.

Mulliken population analysis, charges in e, atoms 1 to 5: -1.52, 0.33, -1.10, -0.92, -1.49



# 2
Entry from OMol25: a 21-piece molecular cluster, C41H84Cl40N5O3S overall in a non-equilibrium geometry (ωB97M-V with the def2-TZVPD basis set).

Structure (XYZ):
```
174
Properties=species:S:1:pos:R:3:forces:R:3
C -5.5651 -1.4931 4.0622 0.0 -0.3 0.1
C -5.5187 -2.7691 3.2094 -0.4 0.1 -0.1
C -5.2630 -2.5083 1.7262 0.2 0.3 -0.1
C -3.8244 -2.0976 1.3509 -0.1 0.0 0.0
C -2.7346 -2.7455 2.1949 0.1 -0.1 0.1
C -1.2926 -2.2953 1.8769 -0.4 0.3 0.1
C -1.0354 -1.7676 0.4693 0.5 -0.2 0.0
C -1.0529 -2.8487 -0.6241 -0.3 0.7 -0.2
N 0.1871 -2.9195 -1.4196 0.0 -0.4 0.3
C 0.1665 -2.9558 -2.7568 0.1 -0.1 0.1
N -0.4013 -2.0819 -3.5405 -0.5 0.1 0.0
C -1.1871 -0.9320 -3.0946 -0.5 -0.1 -0.2
C -1.3262 0.1164 -4.2111 0.0 0.1 0.3
C -0.9130 1.5264 -3.7846 -0.2 0.1 -0.2
C -1.7061 2.0412 -2.5695 0.0 0.1 -0.3
O -0.9951 2.9715 -1.7914 -0.1 0.0 0.2
C -0.0367 2.3680 -0.9476 0.1 0.2 0.0
N 0.8508 -4.0319 -3.2449 0.7 0.9 -0.4
N 1.1781 -3.9470 -4.6190 -0.4 0.2 0.0
C 1.9488 -4.2833 -2.3018 -0.4 -1.1 0.4
C 2.3511 -5.7622 -2.3225 -0.2 -0.1 -0.1
C 1.2708 -6.7537 -2.7106 0.4 -0.8 0.2
O 0.1256 -6.6499 -1.8547 0.0 0.8 -0.3
C -1.0612 -6.6309 -2.5009 0.1 0.3 0.7
O -1.4308 -7.4672 -3.2564 -0.1 -0.4 -0.8
C 1.4164 -3.6094 -0.9813 0.8 0.2 -0.1
S 1.1167 -4.6450 0.4799 -0.6 -0.3 0.1
C 2.4559 -2.5324 -0.5914 0.2 0.0 -0.1
N 2.6688 -1.6004 -1.6944 0.2 0.1 0.4
C 2.4165 -0.1838 -1.4071 -0.3 0.0 -0.2
H -6.2668 -1.6245 4.8867 0.1 0.0 0.1
H -5.9246 -0.6487 3.4722 0.1 0.1 0.0
H -4.6001 -1.2444 4.5058 0.1 0.1 -0.1
H -4.8048 -3.4843 3.6208 0.0 0.0 0.0
H -6.4946 -3.2566 3.2811 0.0 0.0 0.0
H -5.5740 -3.3623 1.1243 0.2 0.0 0.2
H -5.9182 -1.6835 1.4271 -0.1 -0.1 -0.1
H -3.7344 -1.0079 1.4216 0.1 0.0 0.1
H -3.6778 -2.3354 0.2898 0.0 0.0 0.0
H -2.8095 -3.8374 2.1745 -0.1 0.0 -0.2
H -2.9194 -2.4712 3.2350 0.0 -0.1 0.0
H -1.0488 -1.4888 2.5683 0.1 0.0 -0.1
H -0.5860 -3.0973 2.0949 -0.1 0.0 0.0
H -0.0431 -1.3052 0.4523 0.0 0.0 0.1
H -1.7320 -0.9670 0.2157 -0.1 0.0 0.0
H -1.2941 -3.8368 -0.2272 0.2 0.0 0.0
H -1.8369 -2.6081 -1.3398 -0.1 -0.2 0.0
H -0.2638 -2.2253 -4.5301 0.1 -0.1 -0.1
H -2.1841 -1.2932 -2.8328 0.0 0.1 0.1
H -0.7552 -0.5198 -2.1815 0.3 0.0 -0.1
H -2.3720 0.1632 -4.5203 0.0 -0.1 0.0
H -0.7628 -0.2107 -5.0873 0.1 0.1 0.0
H -1.1496 2.1962 -4.6134 0.2 0.0 -0.1
H 0.1636 1.6147 -3.6297 0.0 -0.2 0.2
H -2.0748 1.2218 -1.9379 0.1 0.0 0.1
H -2.5834 2.5748 -2.9375 -0.1 0.0 0.1
H -0.4594 1.4889 -0.4472 0.1 -0.1 -0.1
H 0.8613 2.1146 -1.5169 0.0 -0.2 0.1
H 0.2544 3.0796 -0.1773 -0.1 0.2 -0.1
H 0.6156 -4.6115 -5.1342 0.2 -0.3 0.0
H 2.1572 -4.1429 -4.7736 0.1 0.0 0.0
H 2.8400 -3.7332 -2.6069 -0.2 0.3 -0.1
H 3.1318 -5.8868 -3.0801 0.1 0.0 0.1
H 2.8057 -6.0587 -1.3785 0.0 0.1 0.0
H 1.6862 -7.7584 -2.6013 0.0 0.0 0.0
H 1.0013 -6.6640 -3.7626 -0.2 0.2 0.3
H -1.6648 -5.7560 -2.2300 0.0 -0.1 0.2
H 2.1979 -5.4234 0.4248 0.2 0.1 -0.2
H 2.1483 -2.0389 0.3309 -0.1 0.0 -0.1
H 3.3853 -3.0595 -0.3487 0.0 -0.1 0.1
H 3.6219 -1.6904 -2.0105 0.0 0.0 -0.2
H 1.8391 -0.0691 -0.4896 0.0 0.0 0.0
H 1.8316 0.2627 -2.2140 0.0 0.0 0.0
H 3.3351 0.3956 -1.3088 0.0 0.0 0.1
C -2.1645 5.5989 -0.1536 0.0 0.0 -0.1
Cl -0.5171 6.1092 0.2312 -0.1 -0.1 0.0
Cl -3.0673 5.0727 1.2794 0.0 0.0 0.0
H -2.6748 6.4444 -0.5985 0.0 -0.1 0.1
H -2.1007 4.7644 -0.8411 0.0 0.0 0.0
C 3.6259 5.9734 0.2880 0.1 0.1 0.1
Cl 2.4198 7.2538 0.3975 0.0 0.0 0.1
Cl 2.9695 4.5199 -0.4873 0.1 0.0 0.0
H 4.4613 6.3359 -0.3001 0.0 0.0 -0.1
H 3.9483 5.7125 1.2888 0.0 0.0 0.0
C 2.2386 -1.4778 4.1812 0.0 -0.1 0.1
Cl 0.7299 -0.5819 4.3539 0.1 0.4 0.0
Cl 2.0170 -2.9072 3.1504 0.2 0.2 0.1
H 2.9733 -0.8254 3.7241 0.0 0.0 -0.1
H 2.5770 -1.8059 5.1574 -0.2 0.0 0.0
C -2.7188 8.7565 -3.4614 0.1 0.0 0.0
Cl -1.1118 9.2799 -2.9330 0.0 0.0 0.0
Cl -3.6854 8.1448 -2.1106 -0.1 0.1 -0.1
H -3.2366 9.6033 -3.8908 0.1 0.0 0.0
H -2.6032 7.9647 -4.1915 0.0 0.0 0.0
C -7.9178 -5.4242 -0.6531 0.0 0.0 -0.1
Cl -9.2404 -4.4533 0.0021 0.0 0.0 0.0
Cl -6.5917 -5.6110 0.5003 -0.1 -0.1 0.1
H -8.2980 -6.4073 -0.9001 0.0 0.0 0.0
H -7.5311 -4.9293 -1.5361 0.0 0.0 0.0
C -5.5299 12.0035 -4.1194 0.1 0.2 0.1
Cl -7.1266 12.7051 -4.3503 0.0 0.0 0.0
Cl -5.2973 10.5115 -5.0552 -0.1 0.1 -0.1
H -4.7918 12.7215 -4.4534 0.0 0.0 0.0
H -5.3961 11.7717 -3.0695 0.0 -0.1 0.0
C 4.5522 -4.5526 6.5651 0.0 0.0 0.0
Cl 3.0672 -5.2763 5.9344 0.0 0.0 -0.1
Cl 4.6101 -2.8077 6.2887 0.2 0.0 0.1
H 4.5937 -4.7304 7.6314 -0.1 0.0 0.0
H 5.3960 -5.0091 6.0630 0.0 0.0 0.0
C 3.0621 -8.5126 8.5737 0.0 -0.1 0.0
Cl 1.4110 -8.6092 9.1839 0.0 0.0 0.0
Cl 3.8374 -6.9748 8.9876 0.0 0.0 0.1
H 3.6424 -9.3097 9.0217 0.0 0.0 0.0
H 3.0411 -8.6058 7.4946 0.0 0.1 0.0
C 2.8733 -6.9991 -6.8944 0.0 0.0 0.1
Cl 1.2832 -7.2643 -6.1598 0.0 -0.1 -0.3
Cl 3.3897 -5.3150 -6.6977 0.1 -0.3 -0.2
H 3.5897 -7.6352 -6.3895 0.0 0.0 0.0
H 2.8162 -7.2375 -7.9492 0.0 0.1 0.0
C 4.9777 9.7769 2.2061 -0.1 0.0 0.0
Cl 4.9361 9.5717 0.4533 0.1 0.2 -0.1
Cl 5.7971 8.4206 2.9920 0.0 0.0 0.1
H 5.5075 10.6928 2.4357 0.1 0.0 0.0
H 3.9596 9.8122 2.5750 0.0 0.0 0.0
C 8.7934 5.9951 1.9273 0.0 0.1 0.0
Cl 8.7965 4.4833 2.8426 0.0 0.0 0.0
Cl 7.4129 6.1117 0.8302 0.0 -0.1 -0.1
H 8.7388 6.8205 2.6270 0.0 0.0 0.0
H 9.7012 6.0436 1.3390 0.0 0.0 0.0
C 2.4500 8.2492 -4.1598 -0.1 0.1 0.1
Cl 2.2912 7.9659 -5.8994 0.0 0.0 0.0
Cl 3.4129 6.9975 -3.3642 0.0 0.0 0.0
H 2.9379 9.2051 -4.0071 0.0 0.0 0.0
H 1.4597 8.2480 -3.7199 0.0 0.0 0.0
C -3.0689 2.6384 5.9153 0.0 0.0 0.0
Cl -3.4406 2.7258 4.1909 0.0 0.0 0.0
Cl -2.2693 1.1175 6.3392 0.1 -0.1 0.0
H -2.4054 3.4561 6.1677 0.0 0.0 0.0
H -3.9952 2.7008 6.4726 0.0 0.0 0.0
C -0.7021 -4.4644 6.7475 0.0 0.0 0.1
Cl -2.1903 -5.1543 6.0859 0.0 0.0 -0.1
Cl -0.6169 -2.7203 6.4696 0.0 -0.1 0.0
H -0.6735 -4.6559 7.8137 -0.1 0.0 0.0
H 0.1413 -4.9267 6.2503 0.0 0.0 0.0
C -3.6992 -7.6391 8.7813 0.0 0.0 -0.1
Cl -1.9499 -7.4755 8.9906 0.1 0.0 0.0
Cl -4.4943 -8.2465 10.2351 0.0 0.0 0.0
H -4.1038 -6.6619 8.5472 0.0 0.0 0.0
H -3.8792 -8.3363 7.9724 0.0 0.0 0.0
C 0.6523 0.1052 8.7103 -0.1 0.0 -0.1
Cl 1.9685 -1.0703 8.8508 0.0 0.0 0.0
Cl 0.1329 0.7230 10.2803 0.0 0.0 0.0
H 1.0009 0.9369 8.1105 0.0 0.0 0.0
H -0.1896 -0.3870 8.2381 0.0 0.0 0.0
C 5.7320 8.9695 -5.5077 0.0 0.0 0.0
Cl 6.5205 8.6959 -7.0642 0.0 0.0 0.0
Cl 6.6301 10.0993 -4.4845 0.0 0.0 0.0
H 4.7502 9.3850 -5.6956 0.0 0.0 -0.1
H 5.6572 8.0222 -4.9882 0.0 0.0 0.0
C -4.5436 -7.6682 -2.4861 0.0 -0.1 0.0
Cl -6.0131 -8.2521 -1.6979 0.1 -0.1 -0.1
Cl -4.2461 -5.9525 -2.1400 -0.2 0.1 0.0
H -3.7012 -8.2436 -2.1235 0.0 0.0 0.0
H -4.6560 -7.7785 -3.5571 0.0 0.0 0.0
C 6.2223 -2.3962 -6.3553 0.1 0.0 0.0
Cl 4.6154 -2.6673 -5.6433 0.0 0.3 0.1
Cl 6.7308 -0.7182 -6.2117 0.0 0.0 0.0
H 6.9318 -3.0237 -5.8306 0.0 0.0 0.0
H 6.1689 -2.6591 -7.4045 0.0 0.0 0.0
C -2.9453 13.1139 -6.7107 0.0 -0.1 -0.1
Cl -4.1495 14.3975 -6.5464 0.0 0.0 0.0
Cl -2.0981 12.7852 -5.1900 0.0 0.0 0.0
H -3.4550 12.2067 -7.0138 0.0 0.0 0.0
H -2.2164 13.4167 -7.4520 0.0 0.0 0.0
```
Positions in Å, forces in eV/Å.

The charge is +1. Its multiplicity is 1. Its LUMO energy is -1.8 eV. The calculation puts the highest occupied orbital energy at -11.56 eV. The calculation puts the strongest force on any atom at 1.3 eV Å⁻¹. As for the total energy: -569198.5352 eV. The calculation puts the HOMO-LUMO gap at 9.809 eV.

Mulliken population analysis, charges in e, atoms 1 to 5: -1.15, -0.40, -0.33, -0.07, -0.64



Question: What is the LUMO energy in the second record?
Answer: -1.8 eV



Question: Look up the charge of the second one.
Answer: +1